165
Properties=species:S:1:pos:R:3:forces:R:3 method="wB97M-V/def2-TZVPD" multiplicity=1 energy_ha=-3702.819385 molar_mass_g_mol=1073.5 smiles="CC(=O)OCCCCCCCC[C@H](N)[C@@H](CCCCS(=O)(=O)O)OCCC[C@H](C)CCC=C(C)C.c1ccncc1.c1ccncc1.c1ccncc1.c1ccncc1.c1ccncc1.c1ccncc1.c1ccncc1" orbital_gap_ha=0.292
C -5.9334 -4.1668 -3.8358 0.12 0.43 -0.53
C -6.3531 -2.7402 -3.5659 -0.24 -0.06 -0.21
O -7.4792 -2.4299 -3.2880 0.18 0.02 0.26
O -5.3507 -1.8218 -3.6934 0.31 -0.56 0.42
C -5.0637 -1.0658 -2.4996 -0.39 0.67 0.15
C -4.7800 0.4002 -2.8593 0.07 -0.38 0.04
C -3.3663 0.8623 -2.4797 -0.32 -0.14 0.01
C -3.2754 1.3091 -1.0164 0.02 0.23 -0.03
C -2.1480 2.3065 -0.7316 -0.09 -0.11 -0.49
C -0.7085 1.7511 -0.8267 -0.26 0.13 0.69
C -0.5411 0.2449 -0.6004 0.97 0.16 -0.57
C 0.8876 -0.2137 -1.0221 -0.39 -0.12 0.77
C 1.8494 -0.4362 0.1836 0.62 0.07 -1.23
N 3.1286 0.2920 -0.0037 -0.26 0.03 0.29
C 2.1032 -1.9505 0.4365 0.09 0.17 0.89
C 3.5585 -2.3867 0.3600 -0.13 -0.74 -0.25
C 4.0761 -2.4843 -1.0908 0.35 0.52 0.51
C 5.5712 -2.1223 -1.1613 -0.50 0.01 -0.40
C 6.0271 -1.6838 -2.5725 -0.05 -0.66 0.31
S 7.1391 -2.8818 -3.2846 1.51 0.87 0.08
O 7.6203 -2.4383 -4.5577 -0.98 -0.50 -0.21
O 8.1647 -3.1908 -2.3322 -0.47 -0.36 0.46
O 6.2156 -4.1665 -3.4851 -0.08 0.19 -0.14
O 1.6184 -2.2295 1.7605 -0.04 -0.14 -0.32
C 0.5905 -3.1993 1.8133 -0.35 -0.04 0.34
C -0.1087 -3.0406 3.1708 0.13 0.57 -0.54
C -1.3240 -2.1195 2.9991 0.03 -0.38 0.39
C -1.8147 -1.4221 4.2817 -0.33 0.23 -0.71
C -3.2976 -1.0176 4.0831 0.28 -0.03 -0.08
C -0.9198 -0.1956 4.5266 -0.48 -0.34 0.45
C -1.3014 0.6282 5.7867 1.10 -0.34 -1.22
C -1.0039 2.1070 5.6946 -0.30 0.42 -0.16
C -1.8193 3.0639 5.1810 0.18 -0.19 -0.14
C -2.0276 4.3808 5.8956 1.09 0.41 -1.17
C -2.5547 2.8904 3.8508 -0.53 -0.61 1.14
H -5.9366 -4.7169 -2.8967 -0.01 -0.03 0.01
H -4.9454 -4.1941 -4.2892 0.04 -0.06 0.13
H -6.6464 -4.6143 -4.5252 -0.09 -0.11 0.15
H -4.2027 -1.5026 -1.9851 0.04 -0.18 -0.20
H -5.9228 -1.1391 -1.8309 -0.03 -0.01 -0.04
H -4.9525 0.4961 -3.9314 0.07 0.02 -0.02
H -5.5205 1.0275 -2.3604 0.01 0.11 -0.07
H -2.6763 0.0358 -2.6715 0.09 0.09 -0.12
H -3.0789 1.6772 -3.1482 0.06 0.11 0.13
H -4.2175 1.8038 -0.7644 -0.01 0.01 0.04
H -3.1970 0.4498 -0.3432 -0.05 -0.04 -0.05
H -2.3410 2.7962 0.2239 0.14 -0.16 0.13
H -2.2399 3.0919 -1.4888 -0.02 0.12 0.14
H -0.2473 2.0680 -1.7622 -0.07 -0.23 -0.16
H -0.1314 2.2424 -0.0352 0.16 0.08 -0.17
H -0.6490 0.0416 0.4660 -0.38 -0.24 -0.05
H -1.2478 -0.3419 -1.1836 -0.24 0.09 0.22
H 1.3356 0.5316 -1.6788 -0.06 0.03 -0.11
H 0.8007 -1.1456 -1.5841 0.09 0.06 -0.12
H 1.4042 -0.0266 1.0884 -0.02 -0.13 0.07
H 2.9406 1.2797 0.1275 0.10 0.01 0.01
H 3.4429 0.2025 -0.9631 0.03 -0.01 -0.03
H 1.5412 -2.5675 -0.2705 -0.13 0.12 -0.07
H 3.6015 -3.3918 0.7918 -0.04 0.06 0.11
H 4.1880 -1.7579 0.9825 -0.04 0.21 -0.08
H 3.9192 -3.4988 -1.4614 -0.11 0.04 -0.17
H 3.5113 -1.8081 -1.7383 -0.03 -0.03 -0.05
H 6.1431 -2.9800 -0.8062 0.24 0.16 0.08
H 5.7659 -1.2939 -0.4834 0.01 -0.03 0.09
H 6.5739 -0.7427 -2.5354 0.10 -0.02 -0.19
H 5.1775 -1.5890 -3.2479 0.09 0.08 -0.13
H 6.1655 -4.6269 -2.6347 0.07 -0.12 -0.02
H 0.9678 -4.2149 1.6357 0.18 0.05 0.10
H -0.1558 -2.9921 1.0342 0.09 -0.08 -0.14
H -0.3872 -4.0030 3.5976 -0.04 0.01 0.07
H 0.6119 -2.5419 3.8215 0.06 -0.28 0.16
H -2.1307 -2.7042 2.5456 -0.05 0.01 0.04
H -1.0748 -1.3329 2.2788 0.03 -0.02 -0.04
H -1.7403 -2.1274 5.1139 0.07 0.09 0.12
H -3.9731 -1.6912 4.6102 -0.06 0.08 0.04
H -3.5557 -1.0703 3.0233 -0.03 0.05 -0.02
H -3.4937 0.0082 4.3964 -0.10 -0.14 0.16
H 0.1050 -0.5622 4.6132 0.14 0.30 -0.11
H -0.9889 0.4496 3.6484 0.06 -0.05 -0.09
H -2.3407 0.4431 6.0483 -0.08 0.26 0.02
H -0.6853 0.2531 6.6051 -0.20 -0.05 0.18
H -0.0207 2.4196 6.0518 -0.58 0.20 1.23
H -2.4092 5.1331 5.2027 -0.09 0.07 0.11
H -2.7351 4.2542 6.7122 0.07 -0.08 0.10
H -1.0719 4.7745 6.2579 -0.13 -0.07 0.40
H -1.8206 2.5844 3.1092 -0.10 -0.05 -0.15
H -2.9977 3.8345 3.5443 -0.10 -0.03 -0.04
H -3.3348 2.1225 3.9153 -0.04 0.11 -0.26
C -7.2979 -0.0101 6.2370 -0.03 -0.03 0.01
C -6.5730 -0.4036 7.3522 0.02 0.01 -0.07
C -5.5105 0.3877 7.7628 0.08 0.06 0.01
N -5.1426 1.5096 7.1451 -0.04 -0.07 -0.01
C -5.8501 1.8711 6.0766 0.11 0.11 0.00
C -6.9308 1.1552 5.5851 0.02 -0.02 0.02
H -8.1323 -0.6021 5.8816 0.02 0.00 -0.02
H -6.8220 -1.3072 7.8922 0.02 -0.01 0.01
H -4.9189 0.1124 8.6296 -0.02 -0.03 0.00
H -5.5292 2.7854 5.5871 -0.02 -0.01 -0.01
H -7.4587 1.5049 4.7093 -0.01 -0.04 -0.04
C -9.6241 -1.4805 -0.0949 -0.03 -0.01 -0.04
C -10.0801 -0.5231 0.7959 0.01 0.00 0.00
C -9.2997 -0.2266 1.9037 0.07 -0.02 0.03
N -8.1332 -0.8144 2.1632 -0.06 0.02 -0.01
C -7.7123 -1.7369 1.2990 0.08 0.03 0.09
C -8.4136 -2.1039 0.1615 0.01 0.00 -0.01
H -10.1990 -1.7367 -0.9752 0.02 0.00 -0.01
H -11.0198 -0.0124 0.6362 0.00 0.01 0.01
H -9.6202 0.5211 2.6211 -0.05 0.01 -0.02
H -6.7594 -2.2000 1.5349 -0.01 -0.02 -0.03
H -8.0189 -2.8543 -0.5098 -0.01 0.01 -0.02
C 8.0192 2.2701 -6.6291 0.01 0.07 -0.03
C 7.8866 0.9378 -6.2779 -0.06 -0.01 0.09
C 7.3703 0.6353 -5.0265 -0.13 0.06 0.22
N 6.9947 1.5592 -4.1372 0.02 -0.01 -0.07
C 7.1308 2.8366 -4.4918 -0.03 -0.03 0.08
C 7.6330 3.2428 -5.7184 0.01 -0.05 -0.01
H 8.4191 2.5410 -7.5979 0.01 -0.04 -0.01
H 8.1786 0.1518 -6.9590 0.01 0.01 -0.02
H 7.2518 -0.3949 -4.7106 0.09 0.19 -0.24
H 6.8210 3.5669 -3.7516 0.01 0.03 -0.03
H 7.7193 4.2953 -5.9524 -0.01 0.01 0.02
C 1.4011 8.3732 4.6424 0.03 0.02 0.01
C 0.2333 8.9913 4.2261 0.02 -0.02 0.01
C -0.7871 8.1992 3.7211 -0.05 -0.05 -0.02
N -0.7073 6.8748 3.6108 0.03 0.05 0.01
C 0.4223 6.2967 4.0143 -0.08 -0.09 -0.06
C 1.5004 6.9954 4.5357 -0.01 0.03 0.00
H 2.2207 8.9556 5.0435 0.00 0.00 0.00
H 0.1131 10.0640 4.2907 -0.02 0.00 0.00
H -1.7183 8.6437 3.3870 0.02 0.04 0.01
H 0.4572 5.2168 3.9110 0.04 -0.01 0.04
H 2.3929 6.4713 4.8491 0.00 -0.02 0.00
C 12.5182 0.0916 -9.7380 0.03 -0.01 -0.01
C 11.4159 0.0327 -10.5761 0.03 0.02 0.02
C 10.1605 0.2464 -10.0276 -0.09 0.04 0.03
N 9.9531 0.5021 -8.7369 0.12 -0.03 -0.10
C 11.0225 0.5524 -7.9440 -0.08 0.01 0.05
C 12.3198 0.3570 -8.3926 -0.01 -0.01 -0.04
H 13.5158 -0.0679 -10.1271 0.00 0.00 0.00
H 11.5235 -0.1740 -11.6322 -0.02 0.01 -0.01
H 9.2710 0.2118 -10.6474 0.04 -0.01 -0.05
H 10.8219 0.7589 -6.8976 0.03 0.00 0.01
H 13.1509 0.4111 -7.7032 -0.01 0.00 0.02
C -9.4189 -0.5792 11.7895 0.01 0.01 0.03
C -8.9264 -0.2371 10.5406 0.01 0.00 0.02
C -9.4717 -0.8570 9.4268 -0.09 -0.06 -0.07
N -10.4424 -1.7674 9.4866 0.03 0.03 0.08
C -10.9034 -2.0853 10.6947 -0.02 -0.03 -0.07
C -10.4299 -1.5231 11.8710 0.02 0.02 -0.02
H -9.0216 -0.1177 12.6845 0.00 0.00 0.00
H -8.1373 0.4943 10.4280 0.00 0.00 -0.03
H -9.1178 -0.6147 8.4322 0.02 0.06 0.02
H -11.6920 -2.8296 10.7160 0.00 0.01 0.04
H -10.8443 -1.8192 12.8249 -0.01 -0.01 -0.01
C 10.1312 -3.2727 -11.3995 0.04 0.00 0.00
C 8.9307 -3.0186 -10.7568 0.00 -0.01 0.00
C 7.7777 -3.5998 -11.2636 -0.06 -0.03 -0.04
N 7.7573 -4.3863 -12.3382 0.06 0.03 0.02
C 8.9193 -4.6187 -12.9448 -0.07 -0.03 -0.02
C 10.1288 -4.0912 -12.5176 -0.01 0.02 0.02
H 11.0532 -2.8396 -11.0331 0.00 0.00 0.01
H 8.8866 -2.3861 -9.8803 -0.01 -0.02 0.01
H 6.8184 -3.4295 -10.7874 0.02 0.02 0.03
H 8.8737 -5.2614 -13.8173 0.04 0.00 0.00
H 11.0432 -4.3172 -13.0492 -0.01 -0.01 -0.01